# 1
66
Properties=species:S:1:pos:R:3:forces:R:3 method="wB97M-V/def2-TZVPD" homo_lumo_gap_ev=3.891 homo_ev=-10.2 total_charge=+1 max_force_ev_per_a=2.32
S -1.737 3.986 -3.865 1.106 0.246 -0.820
F 4.811 -1.815 -2.167 -0.362 0.864 1.408
F 0.280 -4.514 4.415 0.167 0.720 -1.502
F -0.790 -4.475 -0.200 1.145 0.475 1.050
N 0.423 5.715 -6.304 -0.268 -1.729 1.270
N -1.188 1.233 -1.125 0.852 -0.098 -0.141
N -1.076 1.445 -3.422 -0.522 0.556 1.009
C 0.307 -0.343 -2.394 0.187 0.292 0.008
C 1.103 -2.764 3.041 -0.007 0.924 -0.211
C -3.417 2.313 -1.245 -0.223 0.078 0.006
C -1.577 2.536 -2.944 0.688 -2.144 0.546
C -0.069 3.668 -4.697 -0.380 0.684 -0.355
C -1.765 -1.084 4.858 0.109 0.038 -0.108
C -1.384 3.675 -0.642 -0.081 -0.100 -0.228
C 1.951 -0.916 1.678 1.430 -0.423 0.113
C 0.730 -2.846 0.638 0.051 -0.120 0.106
C -2.635 -1.660 3.921 0.199 0.064 0.328
C 3.902 0.470 1.168 -0.131 -0.315 0.203
C -2.429 -1.448 2.565 0.714 0.306 -0.641
C 0.405 -3.949 3.168 0.014 -0.876 0.824
C -2.158 -0.577 -2.562 -0.281 -0.318 -0.337
C -1.134 -0.366 0.718 0.079 -0.024 -0.713
C 0.235 4.797 -5.611 0.006 1.032 -0.763
C 1.288 -2.176 1.757 -1.158 -1.378 0.143
C 4.517 -1.073 -1.045 -0.163 -0.928 -0.938
C -0.726 0.212 3.101 0.001 -0.980 -0.027
C 5.419 -0.085 -0.653 -0.426 0.175 0.564
C -0.977 0.867 0.177 -0.996 0.022 -0.190
C 5.087 0.682 0.481 0.174 -0.082 -0.226
C -1.431 -0.541 2.133 0.145 0.136 1.012
C -0.049 -3.975 0.849 -0.565 -0.213 -0.775
C -1.016 0.408 -2.339 -0.488 0.940 -0.319
C -0.778 -0.177 4.439 -0.413 0.268 -0.061
C 3.025 -0.599 0.806 0.129 0.433 -0.599
C -0.180 -4.606 2.085 0.320 0.517 0.211
C 3.360 -1.377 -0.339 0.435 0.083 -0.108
C -1.913 2.480 -1.450 0.548 -0.057 -0.010
H -0.700 -5.555 2.208 -0.032 0.354 -0.053
H -1.711 3.578 0.403 0.109 0.189 -0.273
H -3.794 1.462 -1.830 -0.017 0.515 0.296
H -0.056 1.005 2.756 -0.009 -0.349 0.244
H -3.934 3.233 -1.557 0.021 -0.310 0.127
H 6.361 0.064 -1.189 -0.443 -0.083 0.147
H -3.464 -2.295 4.241 0.377 0.131 -0.010
H 1.139 0.323 -2.137 -0.082 -0.108 -0.009
H 0.840 -2.438 -0.365 -0.345 -0.175 0.383
H -3.021 -1.974 1.804 0.198 0.217 0.403
H -2.017 -1.083 -3.527 -0.069 0.144 0.234
H -0.041 0.239 5.136 -0.596 -0.026 -0.074
H 0.687 3.630 -3.895 -0.349 -0.062 -0.418
H 5.792 1.435 0.830 -0.243 -0.128 -0.106
H 1.856 -0.268 2.552 -0.141 -0.101 -0.206
H -1.230 -1.256 0.075 -0.324 0.646 0.312
H -3.137 -0.084 -2.572 0.390 -0.250 -0.053
H 0.471 -0.734 -3.407 -0.131 0.119 0.300
H 0.274 -1.182 -1.695 0.073 0.118 -0.129
H -1.862 -1.331 5.914 0.037 0.037 -0.275
H -2.154 -1.339 -1.778 -0.089 0.067 -0.120
H 1.518 -2.255 3.911 -0.261 -0.284 -0.088
H -0.285 3.713 -0.684 -0.321 0.052 0.012
H -3.613 2.131 -0.179 -0.068 0.071 -0.266
H -0.834 1.728 0.843 -0.380 -0.366 -0.139
H -1.791 4.608 -1.057 0.152 -0.290 0.227
H 3.677 1.045 2.069 0.056 -0.059 -0.368
H -0.137 2.704 -5.227 0.102 0.608 0.228
H 2.753 -2.227 -0.637 0.346 0.256 -0.053

---

# 2
66
Properties=species:S:1:pos:R:3:forces:R:3 method="wB97M-V/def2-TZVPD" de_lowest_kj_mol=237.8 homo_lumo_gap_ev=9.618 homo_ev=-9.3 max_force_ev_per_a=6.20
F 0.616 7.336 1.709 -0.272 -0.504 -0.120
F 4.367 1.283 4.007 -0.908 -0.640 -0.444
F -2.491 -3.484 -0.564 0.936 0.012 1.971
F -1.559 0.622 -0.076 0.407 0.378 -0.026
N -1.092 -1.019 -4.748 0.820 -2.660 -0.555
N 8.362 2.678 0.161 -1.783 -1.694 -0.079
N -6.296 -0.340 -2.765 5.573 2.153 -1.657
C 2.132 -1.352 6.241 0.393 -0.496 0.269
C -4.848 -3.605 -1.111 1.887 -0.092 -1.067
C -0.078 -3.307 -5.455 -0.412 -0.427 -0.828
C 3.570 0.366 4.642 0.173 0.010 1.336
C -4.071 -3.340 -3.762 1.213 0.867 0.447
C 0.129 6.077 1.796 -0.401 -1.186 -0.340
C -0.873 3.506 2.151 -0.317 -0.491 -0.206
C -3.832 0.465 -3.461 -1.438 -0.541 0.481
C -0.663 -2.072 -5.028 -0.404 4.039 0.637
C -0.320 0.270 -0.458 0.818 -2.305 -2.988
C -0.171 -0.644 -1.584 0.043 0.448 2.430
C 1.629 -1.037 4.991 0.680 1.766 -0.361
C 0.375 3.807 2.654 -0.764 0.987 -0.474
C 0.818 0.650 0.193 -1.341 1.453 0.996
C -5.200 0.061 -3.075 -5.440 -1.811 2.030
C 2.093 0.236 -0.140 0.085 -1.191 0.145
C -5.805 -3.639 -2.201 0.344 -0.794 4.974
C -1.640 4.442 1.476 0.742 0.855 0.035
C 4.104 -0.051 5.884 -0.713 0.776 0.228
C -3.084 -3.296 -2.771 -1.073 -0.117 0.682
C 6.236 1.092 0.168 0.885 1.064 -0.646
C 7.460 1.936 0.150 1.180 1.449 0.237
C -3.470 -3.472 -1.414 -2.879 0.154 -3.744
C 2.297 -0.038 4.211 1.368 -0.886 0.523
C 0.872 5.096 2.421 0.735 -0.267 1.530
C -5.410 -3.501 -3.453 0.695 0.293 -2.642
C 2.238 -0.779 -1.067 -1.575 -0.980 -0.100
C -1.113 5.733 1.267 -0.212 0.073 0.169
C 1.054 -1.299 -1.689 0.685 1.516 -0.235
C 3.316 -0.785 6.738 -0.401 -0.830 -1.167
H -3.987 1.003 -4.396 0.789 -0.162 -0.096
H 1.793 -2.173 6.856 -0.924 0.128 -0.091
H -6.817 -3.881 -1.911 -0.218 0.388 -0.176
H -6.079 -3.424 -4.296 -0.395 -0.254 0.188
H 1.783 5.371 2.933 0.271 0.180 -0.215
H -4.977 -3.705 -0.043 -1.060 -0.127 0.001
H -1.220 2.493 2.290 -0.423 -0.003 0.085
H 0.780 3.056 3.317 0.840 0.246 -0.135
H 0.630 1.336 1.006 0.377 0.172 0.264
H 3.627 -1.073 7.732 0.258 0.104 -0.016
H -0.806 -4.018 -5.064 0.716 -0.864 -0.077
H 2.888 0.499 0.542 0.304 0.328 -0.316
H -1.659 6.499 0.738 -0.237 -0.009 0.010
H -3.337 -0.505 -3.512 0.558 0.382 -0.585
H 6.362 0.312 0.920 -0.398 -0.003 -0.258
H 1.116 -2.170 -2.325 0.148 0.071 -0.274
H 6.092 0.754 -0.858 0.107 -0.637 0.181
H 5.041 0.299 6.291 0.203 0.304 -0.557
H 3.160 -1.320 -1.222 0.183 0.217 0.016
H -3.372 1.080 -2.688 -0.073 0.032 -0.135
H -2.650 4.193 1.188 0.040 0.081 -0.318
H -3.870 -3.081 -4.791 0.507 -0.188 -0.114
H -2.043 -3.044 -2.905 0.085 -0.170 -0.495
H 0.983 -3.449 -5.251 -0.308 -0.035 0.825
H -1.016 -0.937 -2.190 -0.114 -0.059 0.163
H 5.390 1.762 0.319 -0.012 -0.171 0.579
H 1.951 0.236 3.226 -0.194 0.186 0.037
H -0.097 -3.325 -6.545 -0.399 -0.099 -0.105
H 0.684 -1.382 4.599 0.042 -0.415 0.171

---

# 3
76
Properties=species:S:1:pos:R:3:forces:R:3 method="wB97M-V/def2-TZVPD" de_lowest_kj_mol=4.0 multiplicity=2 homo_lumo_gap_ev="7.149 / 7.868" homo_ev="-7.7 / -8.4" max_force_ev_per_a=0.79
Ti 0.416 -0.052 1.353 0.138 -0.169 0.764
S -2.213 2.308 0.610 0.070 -0.036 0.045
F 3.522 2.829 4.373 -0.020 0.005 -0.012
F 3.449 0.499 5.737 -0.050 -0.042 -0.039
F 2.655 -1.235 4.711 -0.005 0.065 0.024
F 1.308 0.211 5.582 0.081 -0.021 -0.019
F 1.367 2.721 4.556 0.031 0.010 -0.026
F 2.277 2.978 2.612 0.000 0.002 0.027
O 1.336 0.460 2.890 -0.279 -0.024 -0.243
O -2.978 1.394 1.422 0.010 0.029 -0.066
O -2.272 3.712 0.885 0.010 0.012 -0.052
N 0.248 3.282 -0.888 -0.042 -0.023 0.024
N -1.026 -1.297 2.580 0.150 0.064 -0.075
N -0.686 1.747 0.695 -0.204 -0.068 -0.071
N -4.179 1.468 -4.933 -0.026 0.002 -0.011
N -0.416 -0.722 -0.665 0.159 0.111 -0.023
N 1.415 1.429 0.053 0.066 -0.060 -0.188
C -2.696 3.094 -1.982 0.003 -0.008 0.017
C 2.468 0.080 4.922 -0.051 -0.022 0.048
C 1.296 -2.045 1.180 -0.162 0.211 -0.041
C -0.330 -1.151 -5.975 -0.010 -0.005 0.044
C 2.523 2.824 -1.489 0.063 0.006 -0.009
C -1.654 -0.512 3.657 -0.031 0.010 0.010
C 3.741 0.481 2.807 -0.037 -0.021 -0.001
C 2.212 -2.582 0.272 0.010 -0.007 0.011
C -0.368 -0.945 -3.226 0.051 0.010 -0.301
C 1.165 -4.259 2.201 0.033 0.010 0.007
C -3.731 0.623 -2.718 -0.015 0.025 0.010
C -0.053 -2.168 -3.817 -0.011 0.035 0.099
C 2.498 1.728 -0.649 -0.054 0.081 0.037
C 2.090 -4.755 1.293 -0.013 -0.001 0.017
C -0.659 0.178 -4.001 0.000 0.018 0.113
C 2.463 0.828 3.571 0.098 -0.007 -0.058
C 0.315 2.223 -0.071 0.131 0.061 -0.096
C 2.617 -3.911 0.325 0.019 0.015 -0.030
C -2.072 -1.885 1.732 -0.028 -0.007 -0.004
C -0.385 -0.823 -1.806 -0.152 -0.101 0.154
C 2.403 2.356 3.797 -0.039 0.015 0.019
C 1.349 3.564 -1.568 -0.017 -0.017 0.008
C -0.190 -2.371 3.163 0.001 -0.075 -0.041
C -3.275 0.827 -1.429 -0.013 -0.027 -0.024
C -0.040 -2.264 -5.197 0.013 -0.017 -0.062
C -2.745 2.057 -1.060 0.017 0.022 0.059
C -0.637 0.066 -5.379 0.008 0.016 -0.052
C -3.677 1.657 -3.658 0.001 0.016 0.051
C 0.786 -2.921 2.149 -0.023 -0.055 -0.026
C -3.156 2.895 -3.272 -0.004 -0.009 -0.019
H 0.202 -3.207 -5.669 0.000 -0.003 0.010
H -2.293 0.251 3.218 0.003 -0.020 0.015
H 0.739 -4.917 2.952 0.005 -0.003 0.002
H -4.263 0.521 -5.260 0.007 -0.006 -0.005
H 0.351 -1.939 4.006 0.016 0.022 -0.024
H -2.308 4.053 -1.671 0.021 0.012 0.000
H -0.879 -0.034 4.253 0.019 -0.006 0.003
H 0.180 -3.021 -3.193 -0.007 -0.001 -0.011
H 4.632 0.631 3.415 -0.005 0.005 0.003
H -3.908 2.130 -5.639 0.009 0.003 -0.006
H -2.255 -1.165 4.302 0.001 -0.006 -0.004
H -3.347 0.036 -0.694 0.003 -0.003 0.000
H -0.905 1.116 -3.515 0.016 -0.017 -0.024
H -0.839 -3.163 3.559 0.007 0.014 0.031
H 3.401 3.088 -2.058 0.002 -0.007 0.004
H -0.314 -1.232 -7.054 0.002 0.000 -0.001
H 2.630 -1.948 -0.508 -0.002 -0.001 -0.002
H 3.803 1.115 1.924 0.007 -0.004 -0.003
H -0.856 0.930 -5.992 -0.004 0.008 0.011
H -2.649 -1.084 1.272 -0.004 -0.005 0.009
H -4.157 -0.334 -2.998 0.002 -0.004 -0.003
H -1.614 -2.504 0.962 0.005 -0.004 0.000
H 2.392 -5.794 1.336 -0.003 -0.001 0.000
H 3.350 1.069 -0.527 0.005 -0.005 -0.019
H 3.339 -4.291 -0.389 -0.002 -0.004 0.004
H -3.134 3.711 -3.984 0.004 -0.003 0.001
H 3.673 -0.560 2.495 0.018 0.005 0.002
H -2.743 -2.507 2.336 0.001 0.003 0.005
H 1.292 4.429 -2.221 -0.002 0.001 0.003

---

Record order is preserved below.
DFT total energy: -2022.280639 -1724.165493 -3561.858180 hartree